14
Properties=species:S:1:pos:R:3 method="wB97M-V/def2-TZVPD" e_lumo_ev="-8.42 / -8.60" charge=+2 e_homo_ev="-16.94 / -17.05" multiplicity=4 orbital_gap_ev="8.52 / 8.44"
V 2.3867 0.2453 -0.9739
O 1.0448 -0.1357 0.4930
C 1.1162 -0.9362 1.6994
H 1.0639 -0.2600 2.5576
H 0.2718 -1.6312 1.7185
H 2.0744 -1.4577 1.6492
C -1.2910 0.5224 -2.0466
C -0.2262 0.8341 -1.2896
O 0.9877 1.1953 -1.6649
C -0.1412 0.4190 0.1737
O -1.0791 0.3167 0.9307
Li -2.8263 0.2569 1.4828
H -2.1697 0.0669 -1.5964
H -1.2120 0.5643 -3.1334

=====

12
Properties=species:S:1:pos:R:3 method="wB97M-V/def2-TZVPD" e_lumo_ev=0.30 e_homo_ev=-9.25 de_lowest_kcal_mol=43.4 orbital_gap_ev=9.55
C 0.7491 0.6189 2.2640
C 0.7499 -0.3427 1.3349
Si -0.6455 -0.1087 -0.4372
C 0.0759 -0.0862 -2.1994
I -1.9491 1.9051 -0.0057
I -2.1853 -2.0292 -0.0292
H 1.3783 0.4619 3.1428
H 0.2172 1.5049 2.3703
H 0.8987 -1.3415 1.4486
H 1.1205 -0.1932 -2.0929
H -0.2507 -1.0440 -2.7527
H -0.1590 0.6547 -3.0436

=====

14
Properties=species:S:1:pos:R:3 method="wB97M-V/def2-TZVPD" e_lumo_ev=-5.16 charge=+1 e_homo_ev=-14.97 de_lowest_kcal_mol=100.1 orbital_gap_ev=9.80
C 0.2846 1.6951 1.7343
N 0.2231 1.1101 0.7283
N 0.0806 0.3866 -0.4312
C 0.8802 0.8241 -1.5587
C -0.4685 -0.9255 -0.4847
C -1.0162 -1.4890 0.8590
O -0.1634 -1.6654 -1.3958
H 0.2879 2.3983 2.4924
H 1.5455 1.6505 -1.2535
H 1.5197 -0.0327 -1.7076
H 0.1136 0.9612 -2.3995
H -1.8580 -2.2557 0.7851
H -1.3200 -0.6323 1.4686
H -0.1091 -2.0254 1.1634

=====

101
Properties=species:S:1:pos:R:3 method="wB97M-V/def2-TZVPD" e_lumo_ev=3.49 charge=-2 e_homo_ev=-3.88 de_lowest_kcal_mol=36.2 orbital_gap_ev=7.37
Ba 0.0700 -0.6589 0.5926
C -1.0402 0.7910 -2.9118
C -1.6160 -0.6177 -3.1409
C -1.4530 -1.2024 -4.3628
C -1.9185 -2.5005 -4.5697
C -2.6223 -3.1377 -3.5806
C -2.8699 -2.5934 -2.3156
C -3.5939 -3.4062 -1.2262
C -2.3283 -1.2843 -2.0646
N -2.3814 -0.6399 -0.8489
C -3.5346 -0.4578 -0.2154
O -4.7288 -0.7523 -0.5347
C -3.3895 0.2604 1.1226
C -4.4815 1.0316 1.6380
C -4.3581 1.5167 2.9163
C -3.1974 1.3570 3.6422
C -2.1113 0.6712 3.0592
N -2.2695 0.1943 1.8200
C -0.7399 0.6287 3.7860
O -0.5808 1.1338 4.9255
N 0.1836 0.0280 3.0639
C 1.4749 0.2178 3.5355
C 2.2353 -0.8278 4.0625
C 1.5156 -2.1048 4.5177
C 3.6270 -0.7206 4.2648
C 4.2652 0.5035 4.0023
C 3.5163 1.5372 3.4585
C 2.1325 1.4322 3.2901
C 1.3002 2.6660 2.9006
H -0.1313 0.6979 -2.3724
H -1.7136 1.3596 -2.3009
H -0.9706 1.3395 -3.8419
H -0.9020 -0.6495 -5.0949
H -1.7416 -2.9612 -5.5341
H -3.0221 -4.1318 -3.7440
H -2.9714 -4.3298 -1.0747
H -4.5355 -3.6708 -1.6255
H -3.7324 -2.8563 -0.2986
H -5.4520 1.1568 1.0530
H -5.1846 2.0907 3.3257
H -3.0693 1.6810 4.7057
H 2.2658 -2.7680 4.8579
H 0.8511 -2.4773 3.7003
H 0.9054 -1.7832 5.4028
H 4.1034 -1.5653 4.7298
H 5.3652 0.5452 4.1632
H 3.9966 2.4820 3.2912
H 1.8577 3.4502 2.4371
H 0.8881 3.1140 3.8061
H 0.4488 2.4370 2.3016
C 4.5273 -1.1265 0.4922
C 3.9982 0.1526 -0.1043
N 2.6856 0.4379 -0.1701
C 2.5849 1.7276 -0.6189
C 3.8466 2.2978 -0.7181
N 4.7030 1.2782 -0.3896
C 4.3267 3.6198 -1.0821
O 3.5975 4.2574 -1.9095
O 5.4157 4.0043 -0.7034
C 1.2702 2.4035 -0.7865
O 1.1650 3.4400 -1.4629
O 0.2774 1.8644 -0.1742
H 4.0791 -1.1453 1.5121
H 5.6024 -1.2320 0.6495
H 4.2242 -2.0116 -0.0301
H 5.7189 1.4035 -0.4961
H 2.5701 4.0556 -1.7847
C -1.8905 4.2272 0.2032
C -2.3937 3.6915 -1.1191
C -3.5013 2.9547 -1.4093
C -3.9052 2.7624 -2.7405
N -3.3203 3.3713 -3.7542
C -2.1633 4.1005 -3.5280
S -1.4343 4.9923 -4.7629
N -1.7808 4.1870 -2.2040
C -5.1796 2.0831 -3.0519
H -0.8191 3.9831 0.3475
H -2.4575 3.9515 1.1268
H -1.9867 5.3193 0.0756
H -4.0092 2.4917 -0.5843
H -0.9588 4.7892 -2.1168
H -5.4856 2.3330 -4.1185
H -5.9488 2.5793 -2.4073
H -5.1385 1.0322 -2.8552
N -0.7959 -3.3062 0.5505
C 0.4576 -3.7114 -0.0163
C 1.3462 -4.1317 0.9522
C 2.6231 -4.4517 0.5056
C 2.9410 -4.4315 -0.7847
C 2.0236 -3.9917 -1.7438
C 0.7521 -3.6073 -1.3759
S 4.7148 -4.8289 -1.2769
O 5.0244 -3.7181 -2.1509
O 5.3830 -4.7818 -0.0004
O 4.8324 -6.0722 -1.9463
H -1.2117 -3.8736 1.2501
H -1.5441 -3.1268 -0.1528
H 1.0508 -4.1659 1.9896
H 3.4191 -4.7853 1.1002
H 2.3792 -4.0565 -2.7755
H 0.0240 -3.4617 -2.1632